{
  "formula": "C3H5NS",
  "method": "ωB97M-V with the def2-TZVPD basis set",
  "charge": 0,
  "e_homo_ev": -7.8,
  "smiles": "C/N=C/C=S",
  "orbital_gap_ev": 6.90,
  "relative_energy_kj_mol": 200.9,
  "elements": ["N", "C", "H", "C", "C", "H", "S", "H", "H", "H"],
  "positions_angstrom": [[0.020821, 0.463800, -0.056050], [-1.305570, 0.960505, -0.000103], [-0.436723, -1.583091, 0.129026], [1.701371, -0.974060, -0.032492], [0.285956, -0.770105, 0.027090], [-1.529038, 1.436494, -0.958122], [2.478531, 0.450674, 0.022801], [-1.338910, 1.747518, 0.757426], [-2.068455, 0.200100, 0.220047], [2.192017, -1.931833, -0.109624]],
  "atomic_forces_ev_per_a": [[-2.3, -0.5, -0.4], [-0.7, -0.1, 0.1], [-0.1, 0.1, 0.1], [1.8, 1.2, 0.1], [-1.5, 0.5, 0.1], [-0.1, 0.0, 0.0], [2.9, -1.2, 0.1], [-0.1, 0.0, 0.0], [-0.1, 0.1, 0.0], [0.0, -0.2, -0.1]],
  "lowdin_charge": [-0.143, -0.125, 0.120, -0.570, -0.299, 0.085, 0.728, 0.084, 0.075, 0.044]
}



{
  "formula": "C4H8NOP",
  "method": "ωB97M-V with the def2-TZVPD basis set",
  "s2": 2.007,
  "charge": 0,
  "e_homo_ev": [-7.0, -9.9],
  "orbital_gap_ev": [6.88, 8.54],
  "multiplicity": 3,
  "relative_energy_kj_mol": 99.9,
  "elements": ["H", "C", "P", "H", "C", "N", "C", "O", "H", "C", "H", "H", "H", "H", "H"],
  "positions_angstrom": [[-0.367302, -1.902516, -1.547932], [0.655380, -1.187852, 0.758885], [-1.250932, 1.282867, 2.709435], [0.732564, -2.147801, 0.454246], [0.691373, 1.180614, -0.242660], [-0.726698, -0.743240, 0.813850], [0.129834, -0.232574, -0.244177], [-2.667434, 1.492190, 2.582559], [1.782425, 0.979725, -0.502364], [-0.302906, -0.834009, -1.605372], [1.339086, -0.761951, 1.363292], [0.335201, -0.510881, -2.401008], [-1.308552, -0.262857, -1.764407], [0.349707, 1.839481, -1.112985], [0.608252, 1.808804, 0.738637]],
  "atomic_forces_ev_per_a": [[-0.4, -0.4, -0.1], [-2.2, 1.9, -1.9], [2.4, -0.7, 0.2], [0.6, -3.1, -0.6], [1.2, 1.3, -0.5], [0.0, 1.1, 0.6], [-0.3, -1.0, -0.7], [-2.6, 0.5, -0.2], [-1.0, 0.7, 0.6], [-1.9, 2.9, 1.1], [2.1, 0.9, 2.6], [0.6, 0.0, -0.4], [1.4, -1.6, -0.2], [-0.1, -1.0, 1.3], [0.1, -1.5, -1.8]],
  "lowdin_charge": [0.066, -0.137, 0.731, 0.075, -0.076, 0.111, -0.609, -0.623, 0.097, -0.023, 0.074, 0.061, 0.121, 0.092, 0.041]
}



{
  "formula": "C4H11NO2Si",
  "method": "ωB97M-V with the def2-TZVPD basis set",
  "charge": 0,
  "e_homo_ev": -10.5,
  "smiles": "C[Si](C)(C)C[N+](=O)[O-]",
  "orbital_gap_ev": 10.94,
  "relative_energy_kj_mol": 274.0,
  "elements": ["C", "C", "H", "H", "H", "H", "H", "O", "C", "H", "H", "H", "O", "C", "Si", "H", "H", "N", "H"],
  "positions_angstrom": [[-0.173314, 1.516956, -0.883386], [-1.476809, -0.456809, 1.171118], [-1.394616, -0.617077, 2.276987], [-2.249448, 0.307919, 0.973364], [-0.445379, 1.303110, -1.974893], [0.942851, -0.917030, -2.450168], [0.327782, -2.326742, -1.537209], [-2.037309, -1.450599, -1.767870], [1.769746, -0.412486, 0.801713], [2.475490, -0.127537, 0.064577], [-1.049778, 2.026666, -0.372361], [0.632156, 2.230399, -0.830097], [-1.113444, -0.583336, -3.528383], [0.226166, -1.213734, -1.770096], [0.059501, -0.215150, -0.102731], [-2.023710, -1.307136, 0.726458], [1.863581, 0.219120, 1.656056], [-1.102060, -1.040094, -2.436392], [1.882853, -1.483338, 1.044743]],
  "atomic_forces_ev_per_a": [[-1.8, -0.4, -0.3], [-0.2, -0.7, -1.4], [0.5, 0.2, -1.1], [0.7, 0.2, 0.2], [0.3, 0.8, 1.4], [1.7, 0.8, -1.1], [-0.2, 1.4, -0.5], [-0.7, 0.4, -0.5], [-2.1, -1.1, -0.9], [1.0, 0.2, -0.6], [0.9, -0.6, -0.8], [0.5, 0.0, -0.1], [-0.7, 0.9, -1.7], [-2.0, -2.3, 2.6], [0.4, 1.4, 1.6], [0.3, -0.2, 0.5], [0.0, 0.3, 0.7], [1.3, -1.8, 2.0], [0.2, 0.5, 0.1]],
  "lowdin_charge": [-0.184, -0.175, 0.034, 0.017, 0.039, 0.063, 0.124, 0.033, -0.181, 0.001, 0.042, 0.013, 0.096, -0.130, 0.661, -0.002, 0.012, -0.496, 0.032]
}



{
  "formula": "C20H20BrNO2",
  "method": "ωB97M-V with the def2-TZVPD basis set",
  "charge": 0,
  "e_homo_ev": -8.9,
  "smiles": "O=C1C=C(c2ccc(Br)cc2)O/C1=N/[C@]12C[C@H]3C[C@H](C[C@H](C3)C1)C2",
  "orbital_gap_ev": 7.62,
  "relative_energy_kj_mol": 0.0,
  "elements": ["H", "H", "C", "H", "C", "H", "C", "H", "H", "C", "H", "C", "H", "Br", "H", "H", "H", "C", "H", "O", "H", "N", "H", "H", "C", "C", "H", "C", "H", "C", "C", "C", "C", "O", "C", "C", "H", "C", "H", "H", "C", "C", "C", "C"],
  "positions_angstrom": [[2.891831, 0.532557, 1.125779], [-6.313292, 3.860223, -1.936162], [4.142597, -1.677046, 0.014485], [1.301536, -4.129435, 1.201194], [0.709371, -2.042354, 0.921886], [2.679702, -2.761531, 2.815927], [-3.465632, 2.764830, -0.329043], [-0.188063, -2.224524, 0.304432], [3.422840, -2.133586, -1.992688], [-2.495104, 0.554104, -1.248837], [3.646829, -3.584302, 1.730508], [2.969320, -2.091475, -0.980382], [4.287014, -1.304723, 2.072018], [-6.325110, 6.596672, -0.581191], [-3.305909, 0.295538, -1.953450], [1.248792, -1.060495, -1.687138], [4.634154, -0.804206, -0.377772], [2.522635, -0.467620, 1.369706], [4.757059, -2.539591, 0.082726], [-1.228052, -1.475658, -1.552444], [-5.009997, 1.844360, -1.615119], [0.438899, 0.290977, 0.630927], [-2.164745, 4.137885, 0.808965], [2.479463, 0.027799, -1.354673], [3.565510, -1.529832, 1.361326], [-2.476380, 1.690220, -0.387364], [0.345848, -1.803367, 2.003064], [2.166703, -3.338258, -0.626577], [2.114741, -0.361107, 2.376490], [2.015671, -0.903281, -0.967843], [-3.971325, 5.021711, 0.305024], [1.391431, -0.773034, 0.438325], [-5.446465, 3.852259, -1.246093], [-1.254382, 1.577853, 0.292405], [1.740788, -3.193544, 0.848524], [-1.405394, -0.369101, -0.996077], [2.596973, -4.287756, -0.893919], [-0.637725, 0.384892, 0.004829], [1.339626, -3.475118, -1.328413], [-3.710913, 5.938911, 0.873690], [2.889514, -2.760506, 1.768620], [-5.142364, 5.017571, -0.498322], [-4.649454, 2.733047, -1.072883], [-3.108543, 3.970038, 0.275538]],
  "atomic_forces_ev_per_a": [[0.3, 0.0, -0.1], [0.7, -0.2, 0.7], [-1.5, -1.7, -1.6], [0.0, 0.1, 0.1], [-0.9, -0.4, 0.9], [-1.0, 0.3, 0.7], [1.2, 0.6, 0.0], [0.5, -0.2, 0.3], [-0.3, -0.3, 0.4], [-2.0, 1.4, 0.6], [-0.3, 0.3, -0.1], [1.3, 1.3, -0.6], [1.6, 0.5, 1.3], [1.1, -1.4, 0.1], [0.6, 0.3, 0.5], [-1.0, -0.4, -0.6], [0.4, 0.3, -0.1], [-0.1, 1.6, 1.0], [1.4, -0.6, -0.3], [0.1, 2.2, 1.5], [0.6, 0.3, 0.4], [0.4, 0.2, -0.9], [-0.3, -0.6, -0.3], [0.1, -0.3, 0.8], [-1.2, 1.2, -0.5], [1.7, -4.9, -2.6], [0.7, -0.7, -1.7], [0.2, 0.1, 0.1], [-0.1, 0.0, 0.2], [-0.6, 0.5, -0.4], [-1.6, 2.3, -0.6], [0.0, 0.0, 0.0], [-0.4, 1.5, 0.6], [-2.8, 2.3, 0.5], [-1.1, 0.5, 0.3], [-1.4, -1.1, -2.2], [1.4, -0.4, 0.7], [1.9, 0.3, 1.1], [-0.7, 0.9, 0.3], [-0.2, -0.8, -0.5], [1.2, -3.7, -0.5], [0.2, -0.4, 0.1], [-0.5, -0.7, -0.8], [0.6, -0.3, 1.0]],
  "lowdin_charge": [0.133, 0.116, -0.093, 0.138, -0.078, 0.117, -0.148, 0.108, 0.144, 0.067, 0.136, -0.246, 0.128, 0.661, 0.122, 0.094, 0.120, -0.119, 0.106, 0.054, 0.125, 0.250, 0.136, 0.138, -0.355, -0.096, 0.160, -0.106, 0.128, -0.080, -0.116, -0.462, -0.107, 0.063, -0.241, -0.309, 0.106, -0.253, 0.122, 0.118, -0.140, -0.588, -0.024, -0.028]
}